{"formula": "C4H13N3", "method": "wB97M-V/def2-TZVPD", "species": ["C", "N", "C", "C", "N", "C", "N", "H", "H", "H", "H", "H", "H", "H", "H", "H", "H", "H", "H", "H"], "positions_angstrom": [[0.515953, 2.618522, -0.629673], [0.425294, 1.178562, -0.368741], [0.666670, 0.805900, 0.985860], [0.559930, -0.702660, 1.279823], [-0.473562, -1.487173, 0.655661], [-0.364785, -1.698488, -0.816914], [-1.673977, -1.633943, -1.483165], [1.524061, 2.923228, -0.342847], [0.318378, 2.908513, -1.661214], [-0.231412, 3.184908, -0.055630], [-0.461235, 0.892046, -0.772948], [-0.038302, 1.308812, 1.677096], [1.652303, 1.160877, 1.295345], [1.567161, -1.161257, 1.181753], [0.403647, -0.791607, 2.361821], [-0.514247, -2.408685, 1.059898], [0.314490, -0.934757, -1.170108], [0.097759, -2.669949, -1.006235], [-2.116303, -2.526568, -1.281894], [-2.171823, -0.966281, -0.907887]], "atomic_forces_ev_per_a": [[0.0, -0.1, 0.7], [0.0, 0.8, -2.0], [-1.3, -0.2, 0.8], [1.6, -0.4, 1.0], [-0.6, 0.1, -1.3], [0.2, 0.0, 0.7], [0.8, -0.3, 0.5], [-0.1, 0.4, -0.1], [0.3, -0.5, -0.2], [0.2, 0.1, 0.3], [0.1, -0.4, 0.6], [0.0, 0.1, -0.1], [0.1, -0.2, -0.2], [-0.2, 0.2, -0.5], [-0.1, 0.2, -0.1], [-0.1, 0.1, 0.5], [0.0, 0.0, -0.4], [-0.1, 0.0, -0.2], [-0.3, 0.1, -0.2], [-0.4, 0.2, -0.1]]}

***

{"formula": "C7H6O", "method": "wB97M-V/def2-TZVPD", "species": ["C", "C", "C", "C", "C", "C", "C", "O", "H", "H", "H", "H", "H", "H"], "positions_angstrom": [[-0.151319, -0.224505, 0.696979], [0.404885, -0.370048, -0.707290], [-1.011759, 1.501732, -0.635376], [-1.101277, 0.873245, 0.663331], [-0.080534, 0.621550, -1.475271], [0.892415, -1.636264, 1.351976], [1.250335, -1.480464, -0.940582], [1.488772, -2.124250, 0.138219], [1.697966, -1.173763, 2.088336], [-1.797208, 1.784609, -1.207483], [-0.506685, 2.474544, -0.621424], [-1.483544, 1.269393, 1.522746], [0.114666, 0.969945, -2.530027], [0.283288, -2.485723, 1.655866]], "atomic_forces_ev_per_a": [[0.3, -0.3, -1.6], [-1.6, 1.3, 1.8], [3.6, -0.8, -0.7], [4.2, -4.7, 0.5], [-0.4, 1.4, -0.8], [-1.2, 3.5, 0.7], [1.1, -0.4, -2.8], [0.1, 0.3, 1.3], [-1.9, -1.3, -1.6], [-3.3, 0.3, -1.4], [0.4, 0.1, 0.6], [-1.4, 1.0, 1.9], [0.0, -1.0, 1.2], [0.0, 0.5, 0.8]]}

***

{"formula": "C5H13N", "method": "wB97M-V/def2-TZVPD", "species": ["C", "C", "C", "N", "C", "C", "H", "H", "H", "H", "H", "H", "H", "H", "H", "H", "H", "H", "H"], "positions_angstrom": [[-0.134458, 0.971328, 1.761764], [-0.486490, 0.612731, 0.313772], [-1.643333, -0.349477, 0.141189], [0.739489, 0.161681, -0.340891], [0.719577, 0.346965, -1.800627], [1.236384, -1.183156, -0.022843], [0.719651, 1.664689, 1.777851], [0.022507, 0.018338, 2.327092], [-0.973553, 1.515798, 2.279942], [-0.681471, 1.571224, -0.206408], [-2.581590, -0.027379, 0.554004], [-1.846802, -0.534543, -0.911789], [-1.459766, -1.325408, 0.597046], [1.753242, 0.355778, -2.208058], [0.188961, -0.469847, -2.338591], [0.281563, 1.316292, -2.105983], [1.343742, -1.278234, 1.048750], [2.248065, -1.368637, -0.480849], [0.554284, -1.998144, -0.385371]], "atomic_forces_ev_per_a": [[-1.1, -0.1, 0.7], [0.6, 0.8, 0.0], [-0.2, -0.5, -0.2], [0.9, -0.3, -1.3], [0.4, -0.1, -0.2], [-0.1, -0.1, -0.6], [-0.1, -0.6, 0.1], [0.3, 0.9, -0.2], [0.6, -0.6, -0.6], [-0.3, -0.4, 0.3], [-0.4, 0.5, 0.4], [0.1, 0.0, -0.2], [0.2, 0.1, 0.1], [-0.5, -0.1, 0.4], [0.0, 0.3, 0.2], [0.0, -0.5, 0.4], [0.0, -0.1, 0.3], [-1.0, 0.4, 0.4], [0.4, 0.5, 0.2]]}

***

{"formula": "C19H24N4SSeSiW", "method": "wB97M-V/def2-TZVPD", "total_charge": 2, "s_squared": 2.02, "spin_multiplicity": 3, "species": ["W", "N", "C", "C", "C", "C", "C", "C", "N", "C", "C", "C", "S", "C", "N", "H", "H", "H", "H", "H", "H", "H", "C", "C", "C", "C", "C", "C", "N", "H", "H", "H", "H", "H", "H", "H", "H", "C", "Si", "C", "C", "Se", "H", "H", "H", "H", "H", "H", "H", "H", "H"], "positions_angstrom": [[-0.551614, -0.103391, 0.053205], [-1.534544, 3.108104, -2.419906], [-0.361644, 2.863932, -3.137737], [0.156665, 3.469577, -4.274509], [1.369593, 2.983057, -4.717472], [2.037554, 1.945723, -4.047920], [1.513856, 1.349550, -2.919179], [0.283184, 1.820999, -2.473711], [-0.511020, 1.450863, -1.378324], [-1.576761, 2.259317, -1.397205], [-2.542106, 2.147774, -0.316959], [-3.648879, 2.859576, 0.008839], [-4.284781, 2.294906, 1.492176], [-3.054209, 1.141896, 1.603656], [-2.214812, 1.156471, 0.593992], [-2.225435, 3.809876, -2.638528], [-0.352754, 4.276957, -4.781229], [1.821420, 3.414645, -5.599418], [2.993461, 1.611382, -4.426179], [2.051424, 0.566832, -2.401541], [-4.112985, 3.673449, -0.523767], [-2.965947, 0.456537, 2.432323], [-3.579525, -2.192491, 1.206924], [-2.473919, -2.670111, 0.334290], [-2.260880, -3.885551, -0.227686], [-1.023011, -3.855560, -0.964558], [-0.526474, -2.610465, -0.826342], [0.686285, -1.898998, -1.356753], [-1.403605, -1.837494, -0.028294], [-4.267181, -3.010569, 1.409163], [-4.155655, -1.391107, 0.737621], [-3.202311, -1.843815, 2.171510], [-2.913520, -4.737270, -0.124925], [-0.584100, -4.668061, -1.519837], [1.539729, -2.575066, -1.433299], [1.144065, -1.143620, -0.642729], [0.527157, -1.437144, -2.333776], [2.721675, 0.645143, 4.503153], [2.762820, -0.596904, 3.131876], [2.244192, -2.331773, 3.524412], [4.067132, -0.371383, 1.831761], [0.749083, 0.231407, 1.954567], [3.578341, 0.484312, 5.163526], [1.816948, 0.544493, 5.102425], [2.787666, 1.662648, 4.117541], [3.040369, -2.848822, 4.066546], [2.044827, -2.893950, 2.612016], [1.355071, -2.341819, 4.154720], [5.049221, -0.645422, 2.225691], [4.118665, 0.669090, 1.510569], [3.867268, -1.007730, 0.969281]], "atomic_forces_ev_per_a": [[0.0, 0.2, 0.1], [0.0, -0.1, 0.1], [0.0, 0.0, 0.0], [0.1, -0.1, 0.0], [0.0, 0.0, 0.0], [0.0, 0.0, 0.0], [0.0, 0.0, 0.0], [0.0, 0.0, -0.1], [-0.1, -0.1, -0.2], [0.0, 0.1, 0.0], [0.0, 0.0, 0.0], [0.1, -0.1, 0.0], [0.0, 0.0, 0.0], [0.0, 0.0, 0.0], [0.1, -0.1, 0.1], [0.0, 0.0, 0.0], [0.0, 0.0, 0.0], [0.0, 0.0, 0.0], [0.0, 0.0, 0.0], [0.0, 0.0, 0.0], [0.0, 0.0, 0.0], [0.0, 0.0, 0.0], [0.0, 0.0, 0.0], [0.0, 0.0, 0.0], [0.0, 0.0, 0.0], [0.0, 0.1, 0.0], [0.1, 0.0, 0.1], [0.0, -0.1, 0.0], [-0.1, -0.2, -0.3], [0.0, 0.0, 0.0], [0.0, 0.0, 0.0], [0.0, 0.0, 0.0], [0.0, 0.0, 0.0], [0.0, 0.0, 0.0], [0.0, 0.0, 0.0], [-0.1, -0.1, -0.1], [0.1, 0.0, 0.0], [0.1, -0.2, 0.0], [-0.4, 0.0, -0.5], [0.2, 0.1, 0.1], [0.0, -0.1, 0.2], [-0.1, 0.4, 0.5], [0.0, 0.0, 0.0], [0.0, 0.0, 0.0], [0.0, 0.0, 0.0], [0.0, 0.0, 0.0], [0.0, 0.0, 0.0], [0.0, 0.0, 0.0], [0.0, 0.0, 0.0], [0.0, 0.0, 0.0], [0.0, 0.0, 0.0]]}

***

{"formula": "C25H71N6O12", "method": "wB97M-V/def2-TZVPD", "total_charge": -1, "species": ["C", "C", "O", "H", "H", "H", "H", "H", "C", "C", "C", "O", "C", "N", "H", "H", "H", "H", "H", "H", "H", "H", "H", "H", "H", "C", "C", "C", "O", "C", "N", "H", "H", "H", "H", "H", "H", "H", "H", "H", "H", "H", "C", "C", "C", "O", "C", "N", "H", "H", "H", "H", "H", "H", "H", "H", "H", "H", "H", "C", "C", "C", "O", "C", "N", "H", "H", "H", "H", "H", "H", "H", "H", "H", "H", "H", "C", "C", "O", "O", "H", "H", "H", "H", "H", "H", "C", "C", "O", "O", "H", "H", "H", "H", "H", "H", "C", "C", "O", "O", "H", "H", "H", "H", "H", "H", "C", "O", "N", "N", "H", "H", "H", "H"], "positions_angstrom": [[-29.459125, -26.612226, -12.905665], [-29.935326, -27.490184, -11.765644], [-31.233527, -27.285745, -11.332473], [-29.968535, -26.803399, -13.859731], [-28.393271, -26.767129, -13.118118], [-29.617104, -25.550830, -12.676679], [-29.204127, -27.305981, -10.945748], [-29.797729, -28.550269, -12.053912], [-25.733613, -28.134748, -10.232326], [-25.632340, -28.624215, -11.660477], [-25.331813, -27.523838, -12.646807], [-25.470281, -27.987701, -13.961931], [-24.971677, -27.210667, -15.010798], [-24.707236, -29.763755, -11.768535], [-25.871642, -28.947063, -9.516456], [-26.518266, -27.395303, -10.068831], [-24.771604, -27.714046, -9.915008], [-26.631202, -28.972083, -11.967692], [-24.335479, -27.080450, -12.485060], [-25.999976, -26.674653, -12.449789], [-25.538302, -26.283778, -15.137702], [-25.150579, -27.793260, -15.918333], [-23.884687, -27.079925, -15.014743], [-25.235363, -30.594785, -11.538987], [-24.400721, -29.812859, -12.734005], [-31.929869, -29.692808, -16.116148], [-32.581315, -29.953960, -14.762644], [-31.607828, -30.688710, -13.843514], [-32.167756, -30.831063, -12.570804], [-31.452204, -31.703697, -11.748155], [-33.076080, -28.727798, -14.129618], [-32.622989, -29.308701, -16.865385], [-31.430778, -30.546431, -16.593863], [-31.119926, -28.968797, -15.967402], [-33.391973, -30.678738, -14.917546], [-30.683047, -30.085580, -13.802234], [-31.261591, -31.611060, -14.328954], [-31.173513, -32.672285, -12.192489], [-32.135127, -31.930724, -10.926366], [-30.516634, -31.327762, -11.319158], [-33.719154, -28.304655, -14.792550], [-32.260446, -28.120578, -14.065542], [-31.459319, -18.820574, -15.523703], [-31.295068, -20.328499, -15.412005], [-32.268554, -21.008136, -14.460266], [-31.782684, -22.311455, -14.173336], [-30.955838, -22.286546, -13.002601], [-31.404424, -20.967351, -16.747833], [-31.441640, -18.384678, -14.514849], [-32.432386, -18.485897, -15.892379], [-30.631084, -18.363847, -16.062849], [-30.289358, -20.510594, -15.022934], [-33.180205, -21.165606, -15.048139], [-32.462482, -20.480186, -13.525375], [-30.108721, -21.631824, -13.239293], [-30.518158, -23.229492, -12.682178], [-31.544128, -21.915326, -12.161096], [-32.256264, -20.592026, -17.158876], [-30.652794, -20.569173, -17.306899], [-25.581846, -23.171419, -7.782969], [-25.902313, -22.514974, -9.122773], [-26.159554, -23.495487, -10.236767], [-26.173774, -22.764755, -11.451675], [-26.840759, -23.459932, -12.469328], [-27.029846, -21.551368, -8.919313], [-26.478926, -23.634065, -7.364922], [-25.269112, -22.455234, -7.023477], [-24.772059, -23.898080, -7.893134], [-25.040806, -21.924991, -9.457251], [-27.135351, -23.972070, -10.070697], [-25.383349, -24.268915, -10.233400], [-26.704123, -23.012262, -13.452735], [-27.907078, -23.568551, -12.234211], [-26.527864, -24.503067, -12.626556], [-27.846650, -22.051661, -9.275326], [-26.841519, -20.879173, -9.661628], [-30.073030, -29.955611, -7.751163], [-29.459111, -28.630972, -8.165042], [-30.430935, -27.674461, -8.482910], [-30.657585, -30.691982, -8.803632], [-30.812224, -29.765013, -6.967661], [-29.256543, -30.554329, -7.334119], [-28.713343, -28.760598, -8.955854], [-28.897244, -28.334820, -7.268868], [-30.661629, -27.668748, -9.434857], [-31.556841, -30.428988, -9.016238], [-30.211777, -23.100604, -8.889233], [-30.333620, -24.587638, -9.250881], [-31.404773, -24.717559, -10.163285], [-29.805937, -22.381129, -10.045382], [-29.464937, -22.994324, -8.093160], [-31.166488, -22.772596, -8.474758], [-30.487123, -25.155104, -8.330486], [-29.409844, -24.926635, -9.731451], [-31.252563, -25.605166, -10.591187], [-30.239972, -21.526118, -10.084006], [-29.367191, -23.943360, -15.881814], [-28.258999, -24.889312, -16.264870], [-27.018222, -24.228314, -16.534691], [-29.789029, -23.159571, -16.980222], [-29.067904, -23.288973, -15.053762], [-30.182669, -24.589089, -15.533513], [-28.636659, -25.362304, -17.182511], [-28.107497, -25.743106, -15.601097], [-26.444562, -24.746322, -17.101539], [-30.453449, -22.511478, -16.640490], [-33.827090, -25.125295, -13.074973], [-34.347142, -26.033279, -12.454980], [-34.474107, -23.942899, -13.324553], [-32.514987, -25.130686, -13.522894], [-35.469005, -23.942771, -13.177427], [-34.150074, -23.255614, -13.980239], [-31.904868, -25.728898, -12.967977], [-32.108769, -24.239680, -13.771341]], "atomic_forces_ev_per_a": [[0.1, 0.3, -0.8], [-0.7, -0.3, 0.7], [1.0, 0.8, 0.1], [-0.2, -0.1, 0.1], [0.1, 0.0, 0.1], [0.1, 0.0, 0.1], [0.3, -0.1, 0.1], [0.3, -0.1, -0.1], [0.8, 0.2, 0.5], [-1.1, -0.7, -0.3], [0.6, 1.2, 0.4], [0.0, -0.9, 0.0], [-0.3, -0.4, -0.7], [0.3, 0.7, 0.1], [-0.3, -0.2, -0.3], [-0.1, 0.0, -0.2], [0.0, 0.2, -0.2], [-0.1, 0.1, 0.1], [0.2, -0.4, 0.0], [-0.3, -0.2, -0.1], [0.3, 0.3, 0.2], [-0.2, 0.0, 0.0], [0.0, 0.4, 0.6], [0.2, -0.2, -0.2], [-0.1, -0.3, 0.0], [0.8, 0.0, -0.3], [-0.2, -0.8, -0.1], [0.7, 1.3, -0.4], [0.3, -0.7, -0.6], [-0.1, -0.6, 0.8], [0.3, -0.8, -0.7], [-0.1, 0.2, 0.2], [-0.2, -0.3, 0.3], [-0.2, 0.2, -0.1], [-0.3, 0.4, 0.1], [0.0, 0.1, 0.3], [-0.5, -0.4, 0.3], [-0.3, 0.1, -0.5], [0.2, 0.0, 0.1], [-0.2, 0.5, -0.2], [0.0, 0.3, 0.2], [-0.3, 0.3, 0.4], [-0.2, 0.4, 1.4], [0.2, 0.5, -0.3], [0.2, -0.9, -0.9], [0.0, -0.4, 0.5], [0.3, 0.8, -0.2], [0.1, 0.7, 0.6], [0.2, 0.0, 0.0], [0.1, -0.3, -0.5], [-0.2, 0.0, -0.3], [0.0, -0.1, -0.2], [-0.3, 0.2, 0.4], [-0.1, 0.3, -0.1], [0.0, 0.2, 0.5], [-0.5, -0.4, -0.5], [0.1, 0.1, 0.1], [-0.1, -0.3, -0.1], [0.0, -0.2, -0.2], [0.1, -0.2, -0.1], [0.1, 0.8, 1.0], [-0.3, 0.1, 0.2], [0.3, -0.3, -0.1], [-0.7, -0.9, -0.5], [0.8, -0.6, -1.0], [0.1, -0.3, -0.2], [0.0, 0.3, -0.3], [-0.2, -0.2, 0.1], [0.1, 0.0, 0.2], [0.0, -0.1, -0.1], [0.0, -0.1, -0.2], [0.0, 0.5, 0.2], [-0.1, 0.3, -0.1], [0.5, 0.1, 0.4], [-0.2, 0.4, 0.2], [-0.5, 0.3, 0.2], [-0.1, 0.2, -0.2], [-0.2, -0.3, 0.2], [0.2, 0.2, 0.2], [0.3, -0.6, -0.2], [0.1, 0.0, 0.1], [-0.2, -0.3, 0.0], [-0.1, -0.1, -0.2], [-0.1, 0.5, 0.0], [-0.3, -0.1, -0.4], [0.1, 0.5, 0.2], [0.2, -1.2, 0.2], [-0.4, 1.2, -0.3], [0.6, -0.4, 0.2], [0.1, 0.3, -0.2], [0.1, 0.1, 0.0], [-0.1, 0.2, -0.3], [0.0, -0.2, 0.0], [0.2, 0.0, 0.2], [-0.8, -0.3, -0.2], [0.0, 0.0, 0.1], [0.1, -0.1, 0.6], [0.1, -0.6, -1.5], [-0.2, 0.5, 0.5], [0.0, 0.1, 0.3], [0.1, -0.1, 0.1], [-0.1, 0.1, 0.1], [0.1, 0.1, -0.2], [-0.2, 0.4, 0.6], [-0.3, -0.2, 0.0], [0.2, -0.6, -0.5], [1.0, -0.3, 0.6], [-0.1, 0.4, -0.5], [-1.1, 0.8, -0.2], [-0.1, -0.4, 0.1], [0.1, -0.2, 0.1], [0.4, -0.2, -0.1], [-0.3, -0.3, 0.1], [-0.3, -0.2, 0.0]]}

***

Energy relative to the best compared isomer or geometry (same formula, charge and spin) values (in kcal/mol) by entry order: 29.2 112.5 18.6 3.8 0.0.